Computed, not measured: 2 unconnected molecules or ions with the total composition C2H3NOS3 at a distorted geometry, with ωB97M-V/def2-TZVPD.

Each atom is followed by the atoms it is bonded to, with distances in Å.
Positions of all 10 atoms, in Å:
1 S -2.30054 -0.38975 0.88831  C2 1.603
2 C -1.10677 0.61138 0.51189  S1 1.603, C3 1.446, S6 1.806
3 C 0.23116 0.82921 1.01647  C2 1.446, N4 1.257, H7 1.068
4 N 0.89073 1.81577 0.60315  C3 1.257, O5 1.301
5 O 0.35274 2.48951 -0.37079  N4 1.301, S6 1.718
6 S -1.20300 1.87986 -0.77001  C2 1.806, O5 1.718
7 H 0.61959 0.22039 1.80333  C3 1.068
8 S 0.50284 -2.00098 -1.27079  H9 1.310, H10 1.232
9 H 0.34454 -3.21982 -0.81855  S8 1.310
10 H 1.66871 -2.23557 -1.59303  S8 1.232

strongest force on any atom	3.81	eV/Å
energy relative to the best compared isomer or geometry (same formula, charge and spin)	57.38	kcal per mole
gap between HOMO and LUMO	8.2	eV
total charge	0
E	-1402.46131	hartree
E_HOMO	-9.13	eV

Results of the Löwdin charge analysis, in e, for atoms 1 through 2: 0.65, -1.14